(1)
The following is a quantum chemistry calculation of a 10-piece molecular cluster, C40H110N10O10 overall in a non-equilibrium geometry, from the OMol25 dataset.

Each line ends with the Löwdin charge.
CARTESIAN COORDINATES (ANGSTROEM)
C (-1.950, -3.988, -2.991)  -0.070
N (1.669, 4.661, -2.829)  0.053
H (3.401, 4.201, -4.055)  0.129
H (-2.520, -2.076, 0.577)  0.044
C (-0.730, -0.996, 0.214)  -0.393
H (-1.104, 0.134, -1.639)  0.122
H (0.177, 8.514, 1.483)  0.113
H (-5.896, 0.410, -2.084)  0.073
H (0.289, 1.956, -2.276)  0.088
H (2.378, 3.435, -5.867)  0.072
H (4.087, -0.597, -4.159)  0.118
H (4.218, -3.337, 3.233)  0.099
O (3.535, 5.996, -5.589)  -0.154
H (3.231, -0.017, -0.880)  0.074
N (-1.999, -1.619, -0.159)  0.059
H (-3.041, -3.470, 2.598)  0.071
H (5.331, -2.265, 5.177)  0.116
N (-4.769, -0.560, 0.238)  0.023
C (-3.367, -5.562, 2.758)  -0.418
H (-5.651, 1.931, 1.433)  0.101
H (6.076, -2.367, -5.684)  0.062
C (2.394, 4.616, -4.072)  -0.420
H (-8.280, -4.493, -1.725)  0.080
C (3.321, -3.125, 3.814)  -0.203
H (0.315, -0.854, -1.704)  0.123
C (-3.308, -4.238, 1.873)  -0.036
N (6.670, 3.298, 0.149)  0.013
H (-2.750, -4.180, 0.938)  0.064
C (-5.961, -1.040, -0.444)  -0.385
H (6.329, 5.925, -3.963)  0.081
H (-6.029, -5.824, 5.810)  0.091
H (1.491, 2.520, -1.054)  0.073
H (-4.853, -1.080, -2.303)  0.072
O (-7.419, -2.878, -0.732)  -0.176
H (7.893, 5.453, -0.477)  0.113
H (3.286, -2.746, -4.528)  0.134
H (4.449, 4.523, 0.006)  0.077
C (2.488, 6.012, -4.674)  -0.232
H (-6.856, -0.595, -0.009)  0.140
H (-6.096, -2.775, 0.903)  0.117
H (-1.145, 9.451, 3.579)  0.078
H (-3.439, -0.298, 3.454)  0.061
O (3.449, -3.239, 5.126)  -0.185
H (5.562, -1.064, -3.247)  0.126
H (4.976, -0.171, -0.834)  0.083
H (-5.989, -7.586, 5.822)  0.087
H (5.240, -4.592, -4.230)  0.063
H (-4.332, -3.997, 1.587)  0.045
H (-4.936, 0.392, 0.533)  0.039
O (-5.136, 3.756, 2.303)  -0.204
H (-3.876, -0.639, -0.228)  0.038
H (4.418, 7.345, -6.878)  0.084
H (0.599, 7.094, 2.352)  0.112
H (-3.905, -5.257, -4.151)  0.056
N (-1.930, 6.289, 2.985)  0.025
H (-6.608, -4.644, -1.334)  0.077
C (0.406, -1.883, 0.762)  -0.040
C (3.456, 7.072, -6.444)  -0.141
H (2.797, -2.202, 3.563)  0.081
C (-4.429, -5.532, 3.852)  -0.248
H (-1.424, -6.612, -2.080)  0.119
C (-0.261, -0.210, -1.040)  -0.228
H (4.228, -4.278, -2.886)  0.073
H (4.263, 0.879, -2.031)  0.074
H (3.100, -3.432, 7.415)  0.064
H (-2.456, 8.622, 4.355)  0.085
H (2.504, -3.798, 3.554)  0.094
H (-2.367, 2.611, 1.701)  0.071
H (3.145, 8.041, -6.054)  0.093
H (4.300, 3.037, -0.951)  0.055
H (-1.009, -5.402, -4.309)  0.134
N (-3.102, -5.278, -4.763)  0.038
H (5.209, -3.610, -5.942)  0.046
C (-5.247, 2.276, 2.385)  -0.150
N (5.103, -2.638, -5.687)  0.024
C (1.023, 1.657, -1.527)  -0.087
H (1.392, 5.423, 0.856)  0.077
H (7.627, 5.062, -3.080)  0.080
H (4.440, 4.683, -1.760)  0.063
C (4.729, 4.039, -0.930)  -0.042
H (-1.043, -9.026, -2.452)  0.084
N (-3.564, -6.742, 1.964)  0.031
H (-4.992, 5.459, 3.300)  0.077
C (-4.708, 4.427, 3.508)  -0.116
H (-1.802, -3.131, -3.648)  0.074
C (6.864, 5.555, -0.821)  -0.172
H (-5.363, -5.231, 3.378)  0.121
C (5.622, -3.514, 7.516)  -0.064
H (0.453, 5.013, -0.347)  0.059
H (6.038, 3.292, 0.936)  0.079
C (4.672, -2.335, 7.169)  -0.415
O (3.930, -1.298, -2.273)  -0.189
H (-2.839, -9.194, -2.667)  0.093
H (-4.140, -4.651, 4.424)  0.126
H (-3.624, 4.420, 3.628)  0.059
H (2.756, -1.860, 7.683)  0.068
O (0.575, 0.750, -0.493)  -0.175
H (0.794, 4.059, -5.473)  0.070
H (-2.379, -5.636, 3.211)  0.131
C (-1.888, -8.944, -3.136)  -0.164
C (4.927, -3.788, -3.564)  -0.091
O (-4.560, -6.711, 4.596)  -0.149
H (-3.030, 1.448, 0.816)  0.075
H (-6.677, -6.812, 4.520)  0.086
H (1.514, 6.415, -4.949)  0.133
O (-0.452, 6.655, 0.663)  -0.186
H (-3.128, -6.750, -2.568)  0.117
H (0.856, -2.522, 0.002)  0.078
C (-1.967, -5.317, -3.796)  -0.394
H (-1.542, 6.182, 3.911)  0.058
H (-1.539, -9.671, -3.870)  0.089
H (2.894, 6.796, -7.337)  0.091
C (-2.799, 1.625, 1.867)  -0.060
N (-4.217, 0.063, 2.920)  0.019
C (-3.976, 1.507, 2.817)  -0.418
H (6.380, 6.019, 0.039)  0.121
H (6.482, 2.361, -0.176)  0.072
H (1.758, 1.083, -2.092)  0.072
H (7.852, 6.588, -3.751)  0.082
H (-3.813, 1.730, 3.872)  0.132
O (-1.669, -7.742, -3.761)  -0.207
H (0.711, 4.866, -3.078)  0.087
C (0.728, 5.937, 0.162)  -0.085
H (1.285, 2.662, -4.668)  0.060
H (-4.229, -0.366, 2.006)  -0.003
H (6.642, -3.218, 7.272)  0.067
H (-3.726, -7.524, 2.582)  0.065
C (-0.195, 7.523, 1.741)  -0.189
H (-1.106, -3.875, -2.311)  0.066
H (-5.326, -2.955, -0.737)  0.108
C (-1.481, 8.463, 3.893)  -0.071
H (-4.458, -6.666, 1.501)  0.069
C (7.106, 6.011, -3.204)  -0.116
O (6.716, 6.386, -1.927)  -0.168
C (-5.832, -6.705, 5.199)  -0.124
C (-1.536, 7.652, 2.634)  -0.418
C (4.541, -1.342, -3.506)  -0.253
C (4.357, -2.629, -4.361)  -0.358
H (-0.753, 7.957, 4.527)  0.081
H (1.162, -1.425, 1.400)  0.070
H (5.663, -3.907, 8.532)  0.077
H (-2.435, 7.902, 2.071)  0.130
H (6.722, 3.497, -1.761)  0.130
H (-2.025, 0.946, 2.224)  0.066
H (-6.112, 2.080, 3.019)  0.115
H (-7.966, -4.932, -0.153)  0.081
H (-6.691, -1.011, -2.484)  0.069
H (1.344, 6.539, -0.507)  0.081
C (4.123, -0.064, -1.504)  -0.069
C (-5.801, -0.669, -1.956)  -0.039
H (1.645, 3.828, -2.259)  0.016
C (-6.160, -2.553, -0.163)  -0.209
N (3.418, -2.596, 7.884)  0.031
H (-5.327, 4.231, 4.383)  0.082
H (3.992, -1.266, 5.313)  0.118
H (-3.140, -6.140, -5.288)  0.064
C (-2.111, -6.591, -2.926)  -0.150
H (-1.490, 5.626, 2.363)  0.064
H (5.517, -4.348, 6.822)  0.073
H (5.181, -1.439, 7.525)  0.134
H (5.787, -3.622, -2.914)  0.081
H (-2.943, -3.753, -2.610)  0.064
C (-7.558, -4.290, -0.934)  -0.099
C (4.372, -2.215, 5.691)  -0.155
H (-0.126, -2.528, 1.461)  0.064
C (1.686, 3.605, -5.042)  -0.053
C (6.296, 4.050, -0.923)  -0.457
H (-1.768, -2.299, -0.869)  0.048
H (2.754, 6.596, -3.792)  0.122
H (-0.934, -0.273, 1.003)  0.106

Its SMILES is COC[C@H](C)N.COC[C@H](C)N.COC[C@H](C)N.COC[C@H](C)N.COC[C@H](C)N.COC[C@H](C)N.COC[C@H](C)N.COC[C@H](C)N.COC[C@H](C)N.COC[C@H](C)N. Its energy relative to the best compared isomer or geometry (same formula, charge and spin) is 191.9 kcal per mole. The calculation puts the max |F| at 5.49 eV/A. As for the spin multiplicity: 1. The gap between HOMO and LUMO is 9.1 eV. The calculation puts the HOMO energy at -8.8 eV.

=====

(2)
The following is a quantum chemistry calculation of C34H36AsBCl2N11O6SZr as an isolated structure, from the OMol25 dataset.

Each line ends with the Löwdin charge.
CARTESIAN COORDINATES (ANGSTROEM)
H (0.042, 5.758, -1.537)  0.109
C (2.205, -1.597, 1.131)  -0.149
O (-1.240, 1.884, 0.976)  -0.630
C (-1.862, -1.321, -2.432)  -0.014
C (3.870, 1.142, -0.091)  -0.035
C (-0.692, 3.252, -1.892)  -0.357
H (-3.275, -0.258, 3.579)  0.084
H (4.803, 0.676, -2.844)  0.123
B (0.161, 0.042, -3.190)  -0.710
C (0.607, -1.687, -5.030)  -0.065
H (-1.743, 5.673, -1.579)  0.103
C (2.448, -2.275, 6.344)  -0.312
O (-1.665, -0.598, 0.529)  -0.566
C (3.182, 0.691, -1.333)  -0.314
C (-2.066, -0.920, -7.420)  -0.025
As (-3.185, -0.628, 1.326)  0.947
C (-2.006, -2.522, -1.817)  0.040
C (-0.849, 5.419, -1.009)  -0.019
C (-5.410, 0.403, -0.044)  -0.048
O (-3.920, -2.058, 1.352)  -0.381
N (-0.521, 1.928, -1.764)  0.007
N (2.833, -3.548, 6.451)  0.127
H (-2.694, -0.046, -7.257)  0.077
H (-6.542, 3.435, -1.060)  0.127
H (0.152, -2.865, -6.822)  0.114
N (1.868, 0.418, -1.405)  -0.024
O (-0.782, 3.999, -0.787)  -0.130
C (-0.757, 3.630, -3.232)  0.045
C (-0.589, -3.728, -0.003)  0.019
H (3.643, 2.872, 2.124)  0.025
N (-0.005, -1.674, -1.217)  -0.002
N (5.083, -2.834, 6.727)  0.096
O (-2.600, 3.124, 2.650)  -0.236
H (1.429, -2.166, -4.522)  0.126
Zr (-0.092, 0.352, -0.112)  1.846
H (3.793, 2.227, -0.009)  0.081
N (-1.007, -0.165, -5.343)  0.116
C (-3.864, 2.136, 0.515)  -0.310
C (-5.887, 2.695, -0.620)  -0.023
H (-0.237, -0.256, 2.866)  0.102
H (0.372, -2.084, 7.018)  0.128
H (2.724, -0.008, -4.489)  0.138
H (0.421, -3.665, 0.396)  0.074
H (4.446, -4.791, 6.735)  0.117
H (-7.185, 1.051, -1.056)  0.127
C (-1.056, -1.041, -6.329)  -0.333
N (0.036, -0.546, -4.547)  -0.014
H (3.450, 0.690, 0.805)  0.017
C (1.109, -1.724, 3.658)  -0.181
N (-0.641, -0.783, -2.079)  -0.106
C (2.736, 0.183, -3.429)  -0.013
N (1.612, 0.099, -2.707)  0.020
H (5.449, -0.811, 6.715)  0.116
C (0.428, -1.757, 4.964)  -0.033
C (0.624, -0.885, 2.664)  -0.117
C (2.825, 2.600, 2.778)  -0.902
C (0.997, -2.028, 6.133)  0.003
Cl (1.328, 2.512, 1.788)  0.622
H (2.629, 3.362, 3.523)  0.042
H (3.599, -3.070, 1.787)  0.128
C (-4.202, 0.781, 0.523)  -0.242
C (-6.246, 1.359, -0.617)  -0.018
H (-0.639, -1.562, 4.937)  0.114
H (2.573, -1.538, 0.117)  0.110
H (4.927, 0.889, -0.140)  0.103
C (-0.591, 2.444, -3.923)  -0.004
C (3.352, -1.229, 6.438)  -0.017
Cl (3.189, 1.083, 3.581)  0.638
C (2.757, -2.451, 2.062)  -0.007
H (-0.577, 2.238, -4.981)  0.133
H (-0.890, 5.874, -0.025)  0.102
N (1.149, -0.823, 1.430)  -0.089
C (-0.840, -2.682, -1.022)  -0.300
C (-0.052, -2.030, -6.174)  0.002
H (-2.479, -0.813, -3.158)  0.143
N (-0.460, 1.444, -3.053)  0.027
C (-4.683, 3.096, -0.051)  -0.051
C (4.681, -1.572, 6.632)  -0.110
H (-0.748, -4.720, -0.425)  0.104
C (4.132, -3.758, 6.644)  -0.179
H (-0.908, 4.611, -3.646)  0.119
H (-1.313, -3.602, 0.808)  0.096
H (2.589, -3.237, 4.049)  0.120
C (2.197, -2.531, 3.328)  0.037
C (3.767, 0.537, -2.589)  0.022
H (-5.696, -0.642, -0.019)  0.118
H (-2.841, -3.200, -1.877)  0.134
H (-1.578, -0.821, -8.389)  0.086
S (-2.375, 2.800, 1.262)  0.932
O (-2.660, -0.001, 2.876)  -0.224
H (3.031, -0.198, 6.381)  0.098
H (-4.399, 4.141, -0.045)  0.125
H (-2.701, -1.805, -7.461)  0.084

Its energy relative to the best compared isomer or geometry (same formula, charge and spin) is 14.6 kcal per mole. The calculation puts the max |F| at 0.56 eV/A. As for the spin multiplicity: 2. The gap between HOMO and LUMO (alpha / beta) is 7.7 / 5.5 eV. Its total charge is +2. The calculation puts the HOMO energy (alpha / beta) at -13.5 / -13.5 eV. As for the expectation value of S²: 0.76.

=====

(3)
The following is a quantum chemistry calculation of C34H29LuN6O2S4 as an isolated structure in a non-equilibrium geometry, from the OMol25 dataset.

Each line ends with the Löwdin charge.
CARTESIAN COORDINATES (ANGSTROEM)
H (-3.079, 3.293, 1.784)  0.112
N (1.669, -3.053, 1.078)  0.034
H (3.555, -2.294, 0.811)  0.107
H (-0.305, -1.488, -5.115)  0.116
H (-0.971, 2.005, 1.718)  0.099
C (3.655, -0.300, 5.643)  -0.092
C (-4.260, 0.134, 1.618)  -0.014
C (-0.287, 5.481, -5.004)  -0.046
C (-2.424, -2.708, 0.441)  -0.166
H (-2.688, -2.132, -0.450)  0.126
S (1.175, 2.618, -1.620)  0.970
S (2.151, 5.170, -2.830)  0.556
C (2.827, -5.097, 2.541)  -0.050
H (1.663, -0.142, -4.362)  0.116
C (-0.939, 6.430, -5.778)  -0.078
H (4.685, -4.084, 2.111)  0.108
C (-0.568, -3.475, -0.901)  -0.122
C (-3.107, 2.214, 1.731)  -0.042
S (0.427, -1.314, 3.386)  0.600
C (-2.854, 6.316, -4.334)  -0.083
H (-5.247, 2.038, 1.645)  0.111
H (0.250, -4.175, -0.732)  0.128
H (0.712, 5.152, -5.251)  0.087
H (-2.721, 7.592, -6.055)  0.099
C (0.067, -1.568, -4.102)  -0.042
H (4.474, 1.468, 2.878)  0.119
H (-1.402, -4.049, -1.318)  0.129
H (-2.694, 4.930, -2.690)  0.110
C (-0.929, 4.964, -3.892)  -0.218
C (-3.032, -0.513, 1.637)  -0.293
Lu (0.374, -0.674, 0.735)  1.466
C (2.714, 0.272, 3.129)  -0.180
N (-1.882, 0.163, 1.644)  -0.023
H (-3.940, -2.401, 1.923)  0.120
O (2.536, -0.225, 0.791)  -0.108
C (1.955, -0.590, 3.938)  -0.577
C (1.547, -0.907, -2.366)  -0.162
H (-0.440, 6.841, -6.647)  0.103
H (5.324, 0.972, 5.158)  0.098
H (-1.403, -3.019, -3.479)  0.118
O (1.063, 1.134, 1.631)  -0.162
N (-1.105, 2.912, -2.702)  0.013
C (3.917, 0.821, 3.545)  -0.029
C (2.145, 0.480, 1.776)  -0.651
C (-2.210, 5.370, -3.552)  -0.019
C (0.923, -4.011, 1.615)  -0.324
C (3.612, -4.100, 1.983)  -0.042
C (2.463, -0.860, 5.212)  -0.117
N (0.961, -1.718, -1.486)  -0.010
C (2.992, -3.103, 1.255)  -0.108
C (-0.061, -2.478, -1.905)  -0.309
C (0.970, 4.024, -2.608)  -1.120
C (1.460, -5.063, 2.342)  -0.016
H (0.812, -5.824, 2.759)  0.119
C (-2.219, 6.851, -5.447)  -0.094
S (-1.179, 0.644, -1.321)  0.554
C (1.153, -0.819, -3.692)  -0.047
C (-0.454, 2.096, -1.935)  -1.077
C (-0.570, -3.897, 1.444)  -0.167
N (-0.292, 3.970, -3.082)  -0.159
H (-2.903, -3.691, 0.343)  0.124
N (-0.956, -2.907, 0.421)  -0.211
C (-4.299, 1.516, 1.659)  -0.047
H (-3.854, 6.635, -4.071)  0.101
C (-0.554, -2.413, -3.192)  -0.021
H (-0.982, -4.879, 1.169)  0.139
H (-0.998, -3.625, 2.407)  0.093
C (-1.926, 1.499, 1.701)  -0.160
H (3.277, -5.890, 3.124)  0.110
H (4.019, -0.527, 6.637)  0.100
H (1.906, -1.522, 5.862)  0.096
H (-2.320, -2.262, 2.558)  0.091
H (-5.170, -0.451, 1.593)  0.113
C (-2.946, -2.012, 1.699)  -0.111
C (4.392, 0.542, 4.816)  -0.095
H (2.348, -0.287, -1.975)  0.105

Its energy relative to the best compared isomer or geometry (same formula, charge and spin) is 11.9 kcal per mole. The calculation puts the max |F| at 2.60 eV/A. As for the spin multiplicity: 1. The gap between HOMO and LUMO is 7.3 eV. The calculation puts the HOMO energy at -7.1 eV.

=====

(4)
The following is a quantum chemistry calculation of an isolated ion of composition C22H29Cl2N2 and charge +1, from the OMol25 dataset.

Each line ends with the Löwdin charge.
CARTESIAN COORDINATES (ANGSTROEM)
H (-3.591, -1.373, -1.039)  0.122
H (-1.901, 3.217, -3.375)  0.112
C (3.618, -0.404, -2.084)  -0.029
C (-1.331, 2.595, 1.946)  -0.189
N (0.444, -1.215, -0.774)  -0.008
H (-4.577, -1.873, 1.003)  0.120
C (-3.276, -0.688, -0.250)  -0.135
H (5.564, 0.472, -2.191)  0.115
H (-1.601, -1.112, 3.107)  0.103
H (-3.334, 0.324, -0.652)  0.111
H (-1.226, -0.619, -1.889)  0.136
C (-1.784, 3.103, -2.309)  -0.068
C (-1.825, -0.984, 0.151)  -0.317
H (-0.801, -2.460, 1.387)  0.102
C (3.322, -2.091, -0.422)  -0.561
Cl (2.329, -3.273, 0.399)  0.767
C (-1.813, -2.094, 1.199)  -0.137
C (-2.603, 3.406, -0.076)  -0.033
H (-1.415, -0.086, 0.623)  0.101
H (-3.545, 1.482, 1.499)  0.105
C (-4.214, -0.846, 0.952)  -0.151
H (-1.980, 3.306, 2.478)  0.127
H (-4.260, -0.663, 3.070)  0.135
C (-2.397, -1.556, 2.513)  -0.137
H (6.472, -0.904, -0.351)  0.117
C (5.446, -1.018, -0.661)  -0.052
H (0.153, 2.195, -2.465)  0.103
H (-1.211, -2.335, -1.432)  0.147
C (2.791, -1.329, -1.461)  -0.242
C (-0.494, 2.381, -0.434)  -0.556
H (-2.798, -2.392, 3.086)  0.119
C (4.936, -0.248, -1.692)  -0.053
H (1.134, -0.838, -2.728)  0.137
C (1.362, -1.508, -1.897)  -0.109
Cl (0.998, 1.684, 0.170)  0.793
C (-0.635, 2.521, -1.803)  -0.107
H (-5.086, -0.204, 0.825)  0.120
H (-3.500, 1.411, 3.260)  0.128
C (-3.518, -0.526, 2.279)  -0.280
C (-0.996, -1.322, -1.085)  -0.104
C (-3.088, 0.963, 2.344)  -0.161
H (-1.224, 0.968, 3.154)  0.118
H (1.194, -2.539, -2.219)  0.142
H (-0.300, 2.787, 2.256)  0.105
H (5.031, -2.546, 0.783)  0.114
H (0.636, -0.248, -0.414)  0.040
H (3.226, 0.194, -2.893)  0.119
C (-1.466, 2.811, 0.461)  -0.235
H (0.691, -1.881, -0.019)  0.064
C (-2.766, 3.550, -1.442)  -0.059
C (4.638, -1.943, -0.021)  -0.083
N (-1.650, 1.204, 2.263)  -0.076
H (-3.658, 4.018, -1.830)  0.113
H (-3.365, 3.773, 0.595)  0.122
H (-2.405, -2.937, 0.841)  0.126

Its SMILES is Clc1ccccc1CNC[C@H]1CC[C@H](C[NH2+]Cc2ccccc2Cl)CC1. Its energy relative to the best compared isomer or geometry (same formula, charge and spin) is 0.0 kcal per mole. The calculation puts the max |F| at 0.83 eV/A. As for the spin multiplicity: 1. The gap between HOMO and LUMO is 9.7 eV. Its total charge is +1. The calculation puts the HOMO energy at -11.8 eV.